(1)
C5H5N2P in the gas phase in a non-equilibrium geometry, computed with the ωB97M-V functional and the def2-TZVPD basis.

Results
* highest occupied orbital energy: -7.53 eV
* energy relative to the best compared isomer or geometry (same formula, charge and spin): 9.4 kcal/mol
* LUMO energy: -0.00627 Ha

Geometry (Å):
P (0.499, -1.028, 1.918)
N (0.445, 0.635, -1.491)
N (2.213, -0.052, -0.235)
C (-1.332, -0.013, 0.231)
C (-1.268, -0.617, 1.536)
C (1.819, 0.540, -1.340)
C (1.081, -0.360, 0.432)
C (-0.088, 0.143, -0.281)
H (-1.925, -1.593, 1.414)
H (2.469, 0.867, -2.028)
H (0.101, 1.381, -2.029)
H (-1.727, -0.060, 2.246)
H (-2.289, 0.155, -0.374)

These are the Mulliken partial charges, in e, on atoms 1 to 2: number 1, P, carries -0.18; number 2, N, carries -0.20

=====

(2)
A molecular structure, C8H10O2 in a non-equilibrium geometry, computed with the ωB97M-V functional and the def2-TZVPD basis.

Results
* highest occupied orbital energy (alpha / beta): -8.19 / -8.19 eV
* energy relative to the best compared isomer or geometry (same formula, charge and spin): 242.6 kcal/mol
* LUMO energy (alpha / beta): 0.00020 / 0.00021 Ha

Geometry (Å):
O (-1.212, 2.786, -0.770)
O (0.772, 2.601, 0.885)
C (-0.348, 1.065, 0.589)
C (2.361, -2.292, -1.639)
C (3.083, -2.906, -2.397)
C (-1.563, -1.156, 0.841)
C (0.778, -1.094, 0.035)
C (-1.170, 1.476, -0.615)
C (1.555, -1.617, -0.741)
C (-0.207, -0.437, 0.897)
H (-0.128, 3.259, -0.032)
H (0.175, -0.510, 1.929)
H (-1.902, -1.271, -0.197)
H (3.795, -3.378, -3.051)
H (0.169, 1.105, -0.791)
H (-2.317, -0.570, 1.382)
H (-2.041, 0.860, -0.885)
H (0.655, 2.801, 1.818)
H (-1.491, -2.149, 1.303)
H (-0.963, 1.426, 1.439)

These are the Mulliken partial charges, in e, on atoms 1 to 2: number 1, O, carries -0.68; number 2, O, carries -0.71

=====

(3)
A molecular structure, C22H45N2O2OsP3S in a non-equilibrium geometry, computed with the ωB97M-V functional and the def2-TZVPD basis.

Results
* highest occupied orbital energy (alpha / beta): -15.09 / -18.84 eV
* energy relative to the best compared isomer or geometry (same formula, charge and spin): 1.0 kcal/mol
* 2S+1: 5
* LUMO energy (alpha / beta): -0.39057 / -0.51531 Ha
* expectation value of S²: 6.02
* charge: +4

Geometry (Å):
Os (-0.212, 0.458, -2.388)
S (-0.412, -1.938, 0.589)
P (-2.151, -3.238, 0.372)
P (-1.445, 4.859, -1.713)
P (3.867, -2.037, -0.875)
O (-2.424, 1.435, -0.368)
O (1.219, 2.071, -0.161)
N (-0.194, -2.239, 3.302)
N (0.211, -0.097, 2.443)
C (-1.647, -4.924, 0.413)
C (0.631, 1.432, -3.956)
C (-0.776, 1.364, -4.125)
C (-3.085, -2.683, 1.762)
C (-0.151, -1.407, 2.263)
C (-1.415, 0.103, -4.048)
C (-1.681, 1.048, -1.180)
C (0.713, 1.460, -1.022)
C (0.398, -1.972, 4.647)
C (3.669, -1.575, 0.899)
C (0.221, 2.092, 3.574)
C (1.357, 0.244, -3.755)
C (0.705, -0.970, -3.661)
C (5.410, -3.025, -0.888)
C (4.463, -0.388, -1.457)
C (-0.597, 0.856, 3.291)
C (-0.669, -1.056, -3.814)
C (-2.902, -2.675, -1.164)
C (-0.150, -2.903, 5.702)
C (-1.637, 5.482, -0.019)
C (-0.225, 5.875, -2.588)
C (-3.025, 5.073, -2.582)
H (-2.985, -1.582, -1.265)
H (-0.657, 5.387, 0.476)
H (-2.502, 0.040, -4.093)
H (3.712, 0.371, -1.185)
H (-2.391, -3.042, -2.066)
H (0.394, 0.354, 1.549)
H (-2.597, -5.456, 0.565)
H (1.136, 2.405, -3.946)
H (-1.153, -2.018, -3.714)
H (6.180, -2.607, -0.237)
H (-1.344, 2.278, -4.289)
H (3.002, -2.293, 1.394)
H (-0.390, 2.768, 4.172)
H (-1.986, 6.519, 0.006)
H (-3.407, 6.091, -2.446)
H (-2.711, -3.161, 2.677)
H (-0.478, 6.933, -2.468)
H (5.801, -3.106, -1.907)
H (-3.081, -1.587, 1.852)
H (-3.922, -3.089, -1.149)
H (5.441, -0.112, -1.031)
H (1.268, -1.872, -3.431)
H (4.626, -1.537, 1.435)
H (-3.733, 4.335, -2.164)
H (-1.515, 1.133, 2.752)
H (-0.965, -5.093, 1.257)
H (0.168, -0.932, 4.884)
H (1.496, -2.038, 4.555)
H (1.139, 1.852, 4.116)
H (-0.900, 0.328, 4.198)
H (4.538, -0.413, -2.554)
H (0.365, -2.703, 6.636)
H (-0.218, 5.593, -3.655)
H (-1.181, -5.227, -0.534)
H (5.170, -4.040, -0.562)
H (3.177, -0.594, 0.947)
H (-0.709, -3.117, 3.183)
H (-1.209, -2.727, 5.869)
H (-2.876, 4.858, -3.654)
H (0.766, 5.661, -2.152)
H (2.430, 0.281, -3.629)
H (-0.003, -3.951, 5.455)
H (-2.360, 4.818, 0.484)
H (0.487, 2.615, 2.654)
H (-4.090, -3.046, 1.523)

These are the Mulliken partial charges, in e, on atoms 1 to 2: number 1, Os, carries 0.58; number 2, S, carries 0.03

=====

(4)
A molecular structure, CH7N4O2P in a non-equilibrium geometry, computed with the ωB97M-V functional and the def2-TZVPD basis.

Results
* highest occupied orbital energy: -9.46 eV
* energy relative to the best compared isomer or geometry (same formula, charge and spin): 0.0 kcal/mol
* LUMO energy: 0.02793 Ha

Geometry (Å):
P (0.103, 0.305, 0.939)
O (-0.187, -1.101, 0.080)
O (-1.041, 1.164, 0.865)
N (0.431, -0.671, -2.060)
N (0.527, -0.340, 2.358)
N (1.588, 0.850, 0.385)
N (-1.768, -0.458, -1.465)
C (-0.460, -0.729, -1.186)
H (1.807, 1.750, 0.715)
H (0.061, -0.258, 3.243)
H (-1.951, 0.190, -2.204)
H (1.585, -0.637, 2.484)
H (-2.345, -0.470, -0.516)
H (1.558, 0.783, -0.652)
H (0.092, -0.376, -2.986)

These are the Mulliken partial charges, in e, on atoms 1 to 2: number 1, P, carries 0.91; number 2, O, carries -0.37

=====

(5)
A molecular structure, C16H18N2O3S in a non-equilibrium geometry, computed with the ωB97M-V functional and the def2-TZVPD basis.

Results
* highest occupied orbital energy: -8.72 eV
* energy relative to the best compared isomer or geometry (same formula, charge and spin): 37.2 kcal/mol
* LUMO energy: -0.00118 Ha

Geometry (Å):
S (-0.844, -0.338, 3.034)
O (2.101, 0.425, 1.387)
O (-0.360, -3.051, 0.350)
O (2.229, -0.889, 3.201)
N (-1.080, 3.350, 3.258)
N (-0.493, -0.444, 0.451)
C (-0.697, 0.385, 1.461)
C (-0.695, -2.050, 2.468)
C (1.566, -1.914, 1.196)
C (-0.936, 2.641, 2.369)
C (-0.180, -1.017, -1.878)
C (-0.749, 1.773, 1.274)
C (2.583, 0.236, 3.995)
C (-0.566, 2.251, -0.019)
C (-1.366, -0.999, -2.853)
C (-1.272, 0.085, -3.924)
C (-1.360, 1.509, -3.382)
C (-0.366, 1.370, -1.071)
C (1.982, -0.657, 1.908)
C (-0.189, 1.885, -2.466)
C (-0.341, -0.003, -0.793)
C (0.045, -2.214, 1.138)
H (1.928, -1.879, 0.168)
H (-2.086, -0.064, -4.638)
H (-0.333, -0.032, -4.470)
H (3.318, 0.851, 3.472)
H (-0.119, -2.004, -1.424)
H (2.006, -2.774, 1.707)
H (1.696, 0.839, 4.203)
H (-0.576, 3.318, -0.192)
H (-0.101, 2.972, -2.426)
H (-2.300, 1.640, -2.840)
H (-0.158, -2.590, 3.248)
H (2.996, -0.160, 4.919)
H (-1.404, -1.969, -3.351)
H (-2.294, -0.885, -2.289)
H (0.738, 1.491, -2.891)
H (0.744, -0.821, -2.427)
H (-1.370, 2.198, -4.229)
H (-1.697, -2.466, 2.357)

These are the Mulliken partial charges, in e, on atoms 1 to 2: number 1, S, carries -0.17; number 2, O, carries -0.57

=====

(6)
F2H2NPS in the gas phase in a non-equilibrium geometry, computed with the ωB97M-V functional and the def2-TZVPD basis.

Results
* highest occupied orbital energy: -10.05 eV
* energy relative to the best compared isomer or geometry (same formula, charge and spin): 0.0 kcal/mol
* LUMO energy: 0.02256 Ha

Geometry (Å):
S (1.846, -1.451, 0.023)
P (0.610, 0.017, -0.001)
F (0.687, 1.085, 1.220)
F (0.836, 1.172, -1.098)
N (-0.999, -0.228, -0.176)
H (-1.356, -1.141, 0.042)
H (-1.624, 0.545, -0.009)

These are the Mulliken partial charges, in e, on atoms 1 to 2: number 1, S, carries -0.33; number 2, P, carries 0.77

=====

(7)
2 unconnected molecules or ions with the total composition CH4N2O in a non-equilibrium geometry, computed with the ωB97M-V functional and the def2-TZVPD basis.

Results
* highest occupied orbital energy (alpha / beta): -7.87 / -7.87 eV
* energy relative to the best compared isomer or geometry (same formula, charge and spin): 229.4 kcal/mol
* LUMO energy (alpha / beta): -0.00681 / -0.00682 Ha

Geometry (Å):
O (0.142, -1.015, -0.067)
N (1.567, -0.710, 0.105)
N (-2.822, -0.311, -0.001)
C (-0.699, -0.117, -0.161)
H (-2.624, -1.314, 0.002)
H (1.709, 0.303, -0.021)
H (2.269, -1.326, -0.380)
H (-0.671, 0.917, -0.515)

These are the Mulliken partial charges, in e, on atoms 1 to 2: number 1, O, carries -0.12; number 2, N, carries -0.39

=====

(8)
C5H12O in the gas phase, computed with the ωB97M-V functional and the def2-TZVPD basis.

Results
* highest occupied orbital energy: -10.25 eV
* energy relative to the best compared isomer or geometry (same formula, charge and spin): 6.8 kcal/mol
* LUMO energy: 0.03548 Ha

Geometry (Å):
O (2.961, 0.073, 0.616)
C (-1.191, 0.821, -0.971)
C (-0.635, -0.369, -0.185)
C (-1.727, -1.013, 0.670)
C (1.815, 0.351, -0.169)
C (0.579, 0.023, 0.663)
H (-2.151, -0.290, 1.379)
H (-1.331, -1.856, 1.246)
H (0.325, 0.869, 1.318)
H (1.809, -0.267, -1.082)
H (-1.998, 0.510, -1.644)
H (3.738, 0.186, 0.057)
H (-2.546, -1.387, 0.044)
H (0.855, -0.812, 1.318)
H (-1.599, 1.574, -0.284)
H (-0.419, 1.308, -1.579)
H (-0.292, -1.125, -0.908)
H (1.808, 1.405, -0.489)

These are the Mulliken partial charges, in e, on atoms 1 to 2: number 1, O, carries -0.51; number 2, C, carries -1.41

=====

What is the energy relative to the best compared isomer or geometry (same formula, charge and spin) in the first record?
9.4 kcal/mol

=====

Which value of energy relative to the best compared isomer or geometry (same formula, charge and spin) does entry 7 give?
229.4 kcal/mol

=====

Which of these has the highest energy relative to the best compared isomer or geometry (same formula, charge and spin)?
C8H10O2